1.
C2HN2PS2 | ωB97M-V/def2-TZVPD

Cartesian coordinates (Å):
C  0.2777  0.4389  -0.4656
H  -1.3460  -1.0921  0.7697
S  -2.4068  0.4676  -1.6782
P  -0.5836  1.1310  -1.8454
C  -0.3586  -0.6990  0.7399
N  1.5006  0.6301  -0.1145
N  1.9954  0.0704  0.8837
S  0.9213  -0.9468  1.7105

Forces on the atoms, in the same order (eV/Å):
C -3.0 -3.8 3.6
H -0.5 -0.2 0.0
S 0.7 0.3 -0.2
P -0.9 -0.1 -0.1
C 2.3 3.1 -3.0
N 0.5 0.9 -1.0
N 1.7 -0.4 1.4
S -0.9 0.3 -0.8

Properties
ΔE to the lowest compared entry with this formula, charge and spin = 180.9 kJ/mol
LUMO level = -1.849 eV
E_tot = -1323.9541 hartree
Kohn-Sham gap = 7.26 eV
max |F| = 5.99 eV/Å
charge = 0

Mulliken atomic charge list, values in e, 6 entries:
1 C 0.3836
2 H 0.3895
3 S -0.2832
4 P 0.0745
5 C -0.1250
6 N -0.1810

2.
C2HN3 | ωB97M-V/def2-TZVPD

Cartesian coordinates (Å):
N  2.1306  0.6831  -0.0312
N  -0.8391  -1.1885  -0.6084
H  -1.0935  0.9760  -0.0194
N  -0.8361  -1.0994  0.5953
C  -0.3724  0.1740  0.0543
C  1.0106  0.4549  0.0093

Forces on the atoms, in the same order (eV/Å):
N 0.6 0.2 0.0
N 0.6 1.8 1.2
H 0.1 -0.1 0.1
N -0.3 -0.9 0.1
C -1.1 -0.9 -1.5
C 0.0 -0.1 0.1

Properties
ΔE to the lowest compared entry with this formula, charge and spin = 116.3 kJ/mol
LUMO level = -0.263 eV
E_tot = -240.9832 hartree
Kohn-Sham gap = 10.43 eV
max |F| = 2.24 eV/Å
charge = 0

The Mulliken scheme yields these atomic charges, measured in e:
1 N -0.3261
2 N -0.1364
3 H 0.3504
4 N -0.1376
5 C 0.0786
6 C 0.1711

3.
C2HN3 | ωB97M-V/def2-TZVPD

Cartesian coordinates (Å):
C  0.7618  -0.0107  0.0465
H  1.7503  -0.0246  -0.2376
N  0.0110  1.0131  0.0368
C  -0.2758  -1.0052  0.0984
N  -0.9696  1.5854  0.0410
N  -1.2777  -1.5580  0.0149

Forces on the atoms, in the same order (eV/Å):
C -1.6 -2.3 0.7
H 1.8 -0.1 -0.3
N -3.0 3.8 -0.3
C 1.4 -1.1 -0.5
N 1.8 0.4 0.1
N -0.3 -0.6 0.3

Properties
ΔE to the lowest compared entry with this formula, charge and spin = 145.0 kJ/mol
LUMO level = -0.552 eV
E_tot = -240.9723 hartree
Kohn-Sham gap = 9.05 eV
max |F| = 4.83 eV/Å
charge = 0

The Mulliken scheme yields these atomic charges, measured in e:
1 C -0.4018
2 H 0.3488
3 N 0.4651
4 C 0.3921
5 N -0.4244
6 N -0.3798

4.
C2HN3O2 | ωB97M-V/def2-TZVPD

Cartesian coordinates (Å):
N  -1.5478  0.0935  -0.0451
N  2.2802  0.6892  0.0224
C  -1.0230  1.2013  -0.0310
O  0.2436  -1.3951  -0.0588
N  3.2808  0.2276  -0.0397
C  -0.9307  -1.1742  0.0117
O  -0.6467  2.3228  -0.0167
H  -1.6565  -1.9651  0.1573

Forces on the atoms, in the same order (eV/Å):
N 0.4 0.5 0.0
N 2.1 -0.9 -0.1
C 0.7 2.2 0.0
O -0.2 0.3 -0.1
N -2.0 0.9 0.1
C 0.3 0.0 0.2
O -1.0 -2.8 0.0
H -0.4 -0.2 0.0

Properties
ΔE to the lowest compared entry with this formula, charge and spin = 0.0 kJ/mol
LUMO level = 0.401 eV
E_tot = -391.6008 hartree
Kohn-Sham gap = 11.56 eV
max |F| = 2.99 eV/Å
charge = 0

Mulliken atomic charge list, values in e, 6 entries:
1 N -0.3947
2 N 0.2331
3 C 0.7236
4 O -0.4139
5 N -0.2335
6 C 0.0993

5.
C2HN3O2 | ωB97M-V/def2-TZVPD

Cartesian coordinates (Å):
C  1.3274  0.0358  0.0576
N  0.5978  1.1850  0.1185
N  0.9103  -1.1300  -0.1838
O  -0.6087  -1.1437  0.2610
C  -1.3583  -0.1287  -0.0632
N  -0.6212  1.0129  -0.0184
H  2.2906  0.1712  -0.1298
O  -2.5380  -0.0025  -0.0419

Forces on the atoms, in the same order (eV/Å):
C -1.8 -2.4 -1.3
N -2.1 0.7 0.7
N -2.4 -0.1 1.9
O 1.5 -3.2 -1.1
C 0.5 -0.3 1.5
N 0.7 6.0 -0.7
H 4.4 0.5 -0.5
O -0.8 -1.2 -0.6

Properties
ΔE to the lowest compared entry with this formula, charge and spin = 553.6 kJ/mol
LUMO level = -2.263 eV
E_tot = -391.3899 hartree
Kohn-Sham gap = 8.13 eV
max |F| = 6.03 eV/Å
charge = 0

Mulliken atomic charge list, values in e, 6 entries:
1 C 0.0537
2 N -0.2383
3 N -0.1961
4 O -0.2558
5 C 0.7114
6 N -0.0925

6.
C2HN3O4 | ωB97M-V/def2-TZVPD

Cartesian coordinates (Å):
N  2.0206  0.2949  0.1118
N  -3.9784  0.5385  -0.1243
H  -2.8683  -0.9908  0.7212
O  0.3235  -1.3180  -0.1842
O  -5.1844  0.0099  -0.3138
N  -2.9250  0.0831  0.3288
C  3.5030  0.5806  -0.0985
C  1.1782  -0.5265  -0.0384
O  4.1002  -0.4021  -0.5223
O  3.8305  1.7304  0.1197

Forces on the atoms, in the same order (eV/Å):
N -0.1 0.7 0.4
N -1.9 1.4 -1.1
H -1.1 1.8 -1.1
O -0.5 -0.5 0.0
O 2.3 -0.7 1.0
N 0.5 -2.4 1.2
C -0.5 -0.5 -0.7
C 0.6 0.0 -0.2
O 0.6 -0.6 0.0
O 0.1 0.8 0.4

Properties
ΔE to the lowest compared entry with this formula, charge and spin = 24.8 kJ/mol
LUMO level = 6.159 eV
E_tot = -542.0016 hartree
Kohn-Sham gap = 6.26 eV
max |F| = 2.72 eV/Å
charge = -2

Mulliken atomic charge list, values in e, 6 entries:
1 N -0.3084
2 N -0.3093
3 H 0.0578
4 O -0.5449
5 O -0.6312
6 N -0.0893

7.
C2HN4S | ωB97M-V/def2-TZVPD

Cartesian coordinates (Å):
N  -1.9505  -0.2675  -0.4725
C  -0.6464  -0.3797  -0.7707
N  -0.6551  0.2115  1.2478
N  0.2033  -0.1321  0.2663
S  2.3381  1.1548  -0.1205
N  -1.8873  0.0691  0.8454
H  -0.4343  -0.8295  -1.7563
C  3.0323  0.1735  0.7605

Forces on the atoms, in the same order (eV/Å):
N 2.3 -0.2 1.2
C -0.4 -0.9 -1.4
N 0.0 -0.2 0.4
N -2.3 0.1 -1.0
S -3.7 4.9 -4.4
N 0.1 0.7 0.1
H 0.6 0.7 0.7
C 3.4 -5.0 4.4

Properties
ΔE to the lowest compared entry with this formula, charge and spin = 364.9 kJ/mol
LUMO level (spin up / spin down) = 3.717 / 1.031 eV
spin multiplicity = 3
E_tot = -693.8252 hartree
Kohn-Sham gap (spin up / spin down) = 5.85 / 6.62 eV
max |F| = 7.58 eV/Å
charge = -1

Mulliken atomic charge list, values in e, 6 entries:
1 N -0.3410
2 C -0.0786
3 N -0.2710
4 N -0.0613
5 S -0.1863
6 N -0.2968

8.
C2HN5O2 | ωB97M-V/def2-TZVPD

Cartesian coordinates (Å):
C  1.7184  0.4138  -0.5298
H  -0.3218  -1.2166  1.5018
O  -2.9492  0.5486  -0.0301
N  -0.8614  0.3457  0.1816
O  -2.2210  -0.8537  1.4318
C  2.4567  0.5774  -1.6260
N  0.0673  -0.3929  0.8683
N  3.0129  0.9714  -2.5951
N  1.1923  -0.3434  0.2517
N  -2.0943  -0.0503  0.5458

Forces on the atoms, in the same order (eV/Å):
C -0.8 0.3 1.4
H 1.1 1.9 -1.4
O -1.8 0.3 -0.6
N 1.5 -0.7 0.2
O -0.6 -1.9 1.5
C 2.1 1.4 -3.3
N -2.2 0.0 0.3
N -1.1 -1.1 2.0
N 1.0 -1.7 0.0
N 0.8 1.4 -0.3

Properties
ΔE to the lowest compared entry with this formula, charge and spin = 585.1 kJ/mol
LUMO level (spin up / spin down) = -2.943 / -2.177 eV
E_tot = -500.7513 hartree
Kohn-Sham gap (spin up / spin down) = 6.18 / 7.54 eV
max |F| = 4.09 eV/Å
charge = 0

Mulliken atomic charge list, values in e, 6 entries:
1 C 0.2188
2 H 0.3514
3 O -0.5972
4 N -0.5211
5 O -0.7389
6 C 0.3715